[1]
The following is a quantum chemistry calculation of a cluster of 8 separate species, H16O8 in total in a non-equilibrium geometry, from OMol25.

Calculated values
- energy above the lowest of the compared OMol25 structures with the same formula, charge and spin (kJ/mol) = 265.28
- orbital gap (eV) = 9.31
- SMILES = O.O.O.O.O.O.O.O
- E_HOMO (Eh) = -0.3630
- E_tot (a.u.) = -611.48157

Cartesian coordinates (Å):
O -17.897 -14.471 19.867
H -17.425 -14.250 19.073
H -17.648 -13.763 20.399
O -16.867 -17.158 20.607
H -17.136 -17.881 20.012
H -17.184 -16.313 20.234
O -14.319 -14.711 20.462
H -15.036 -14.762 19.889
H -14.654 -14.806 21.364
O -16.673 -19.200 18.785
H -16.715 -19.777 18.055
H -16.432 -18.397 18.358
O -18.982 -18.703 17.382
H -19.528 -18.133 17.903
H -18.359 -19.030 18.057
O -16.190 -15.197 22.726
H -16.720 -15.843 22.331
H -16.445 -14.332 22.404
O -16.240 -16.811 17.497
H -16.769 -16.005 17.330
H -15.699 -16.799 16.739
O -14.188 -17.339 21.105
H -15.118 -17.495 20.936
H -13.975 -16.884 20.332

=====

[2]
The following is a quantum chemistry calculation of a structure of composition C24H32IN3Pb in a non-equilibrium geometry, from OMol25.

Calculated values
- energy above the lowest of the compared OMol25 structures with the same formula, charge and spin (kJ/mol) = 456.94
- charge = +2
- orbital gap (eV) = 5.19
- E_HOMO (Eh) = -0.5115
- E_tot (a.u.) = -1587.80574

Cartesian coordinates (Å):
C 1.642 -3.703 1.877
C -2.227 -2.379 -0.519
H 2.608 -3.591 1.380
H 1.248 -4.709 1.654
H 1.739 -3.647 2.965
H -1.978 -2.848 -1.483
H -3.067 -2.881 -0.019
H -2.369 -1.304 -0.653
C 3.163 -1.628 -0.779
C 4.409 -1.270 -1.308
C 4.495 -1.003 -2.673
C 3.317 -1.005 -3.422
H 3.069 -1.881 0.280
H 5.271 -1.223 -0.648
H 5.448 -0.797 -3.154
H 3.317 -0.800 -4.490
N 2.027 -1.659 -1.489
C 2.083 -1.295 -2.794
C 0.793 -1.111 -3.522
N -0.336 -1.469 -2.883
C -1.514 -1.064 -3.356
C -0.526 -0.151 -5.335
C -1.675 -0.399 -4.584
H -2.367 -1.264 -2.711
H -2.673 -0.110 -4.910
C 0.721 -0.467 -4.782
H 1.635 -0.206 -5.301
H -0.598 0.301 -6.325
Pb -0.132 -2.810 0.502
I 0.910 -0.984 2.532
C -0.720 2.334 5.190
C -1.269 1.578 4.008
C -2.067 0.451 4.230
C -2.580 -0.286 3.154
C -3.404 -1.523 3.405
C -2.268 0.109 1.868
C -1.358 1.193 1.568
C -0.962 1.969 2.714
N -0.923 1.340 0.328
C -0.004 2.366 -0.218
C -0.583 3.775 -0.126
C 1.372 2.362 0.433
C 0.249 1.984 -1.673
H -1.516 2.858 5.738
H -0.228 1.651 5.899
H 0.009 3.078 4.854
H -2.301 0.135 5.248
H -2.820 -2.293 3.933
H -4.279 -1.295 4.030
H -3.763 -1.954 2.460
H -2.657 -0.456 1.024
H -0.335 2.846 2.563
H -0.695 4.105 0.913
H 0.078 4.487 -0.635
H -1.567 3.825 -0.602
H 1.825 1.368 0.368
H 2.017 3.073 -0.097
H 1.343 2.651 1.485
H 0.693 0.985 -1.713
H -0.671 1.956 -2.259
H 0.950 2.683 -2.142

=====

- Look up the E_HOMO of the first one.
  -0.3630 Eh

=====

- The lowest energy above the lowest of the compared OMol25 structures with the same formula, charge and spin belongs to which entry?
  H16O8

=====

- Look up the orbital gap of the second one.
  5.19 eV